Version A
Entry from OMol25: a cluster of 2 separate species, C9H21N4 in total (the ωB97M-V functional and the def2-TZVPD basis).

The value obtained for the orbital gap is 10.3471 eV. The LUMO energy is -2.554 eV. As for the net charge: +1. Its highest occupied orbital energy is -12.90 eV.

Positions of all 34 atoms, in Å:
N -2.9945 0.2641 1.1900
N -0.8332 -0.7875 -0.3297
N 2.3782 -0.8947 1.3994
N 1.0318 2.3208 -2.0183
C -1.9213 -1.6950 0.1542
C 2.5881 3.4860 -0.2877
C 1.7001 2.8372 -1.2400
C 0.0634 -1.3891 -1.3622
C -2.0512 1.1542 0.5007
C 1.3497 -1.8881 -0.7319
C 2.1602 -0.7641 -0.0446
C -1.4779 0.5041 -0.7348
C -2.5242 -1.1079 1.4108
H -2.2568 0.2672 -1.4558
H -2.6717 -1.7369 -0.6305
H 2.2752 4.5150 -0.1217
H 1.1328 -2.6818 -0.0150
H -3.1655 0.6670 2.1006
H 1.6245 -0.4813 1.9325
H -1.5133 -2.6873 0.3159
H -0.4817 -2.1951 -1.8467
H 1.6474 0.1871 -0.2039
H -0.2897 -0.5564 0.5036
H -3.3834 -1.7261 1.6639
H -1.8154 -1.2034 2.2435
H 3.1253 -0.6695 -0.5323
H -1.2229 1.4862 1.1419
H 2.5796 2.9583 0.6650
H 1.9460 -2.3316 -1.5245
H 0.2808 -0.6317 -2.1105
H -0.7233 1.1140 -1.2190
H 2.4287 -1.8641 1.6827
H -2.5924 2.0396 0.1763
H 3.6065 3.4906 -0.6716

natural (NBO) charges, unit e, in atom order: N -0.604; N -0.360; N -0.816; N -0.391; C -0.225; C -0.732; C 0.333; C -0.212; C -0.250; C -0.444; C -0.238; C -0.243; C -0.253; H 0.228; H 0.231; H 0.271; H 0.210; H 0.380; H 0.343; H 0.235; H 0.229; H 0.177; H 0.424; H 0.242; H 0.178; H 0.217; H 0.171; H 0.258; H 0.250; H 0.241; H 0.269; H 0.363; H 0.244; H 0.273

=====

Version B
Entry from OMol25: a structure of composition C9H21N4 (the ωB97M-V functional and the def2-TZVPD basis).

The value obtained for the orbital gap is 9.0657 eV. The LUMO energy is -3.137 eV. As for the net charge: +1. Its highest occupied orbital energy is -12.20 eV.

Positions of all 34 atoms, in Å:
N 0.4536 -1.0913 -1.3805
N -2.3706 0.4794 -2.3820
N -0.5231 0.8240 0.5847
N -1.4034 1.0999 -1.9820
C -0.7368 2.2265 0.1046
C -1.7715 2.2080 -0.9839
C 0.5475 -2.7344 -3.4122
C 1.1902 0.0405 2.1989
C -0.1304 -2.2095 -2.0996
C 1.7633 1.3773 2.8450
C 0.2817 -0.8501 -0.0836
C 0.1046 -0.3897 3.1882
C 0.8363 0.2750 0.7689
H -1.1114 0.4571 1.4028
H -2.6949 1.9029 -0.6335
H 1.0158 -3.6180 -3.1261
H -0.6924 0.2726 3.3554
H 1.3019 -2.0082 -3.7003
H -0.3742 -1.3342 3.0236
H -0.4128 -1.4245 0.4650
H 1.1948 -0.6166 -1.8371
H -0.1648 -2.9494 -1.4008
H 2.7586 1.1117 3.3315
H -1.0860 2.9607 0.9171
H 1.6099 0.8108 0.2524
H 1.8554 2.0904 2.0905
H 1.0267 1.7214 3.6131
H 0.2201 2.5214 -0.3460
H -2.0900 -0.1627 -3.1621
H -0.0985 -3.0270 -4.2496
H -1.8521 3.0659 -1.4910
H 2.0834 -0.6606 2.3446
H -1.2926 -1.9623 -2.3801
H 0.5618 -0.4067 4.1642

natural (NBO) charges, unit e, in atom order: N -0.486; N -0.313; N -0.579; N -0.131; C -0.223; C -0.281; C -0.615; C -0.251; C -0.208; C -0.593; C 0.300; C -0.640; C -0.085; H 0.414; H 0.201; H 0.226; H 0.208; H 0.214; H 0.213; H 0.211; H 0.415; H 0.202; H 0.236; H 0.236; H 0.230; H 0.201; H 0.218; H 0.212; H 0.317; H 0.248; H 0.222; H 0.238; H 0.198; H 0.249

=====

Ranking the structures above from most stable to least stable yields version A, version B.